The following is a quantum chemistry calculation of a cluster of 10 separate species, C56H126F6N10O12S6 in total in a non-equilibrium geometry, from the Open Molecules 2025 dataset.

For the total energy, the calculation gives -180865.285 eV. The gap between HOMO and LUMO comes out at 9.55 eV. For the highest occupied orbital energy, the calculation gives -16.5 eV. The value obtained for the energy above the lowest of the compared OMol25 structures with the same formula, charge and spin is 0.720 eV. Its net charge is +4.

Element x y z (Å)
1 H 1.99948 0.83817 1.39908
2 H -0.82196 4.86954 4.53161
3 N -1.37735 -2.27579 2.67746
4 H -1.45517 6.13813 -4.02557
5 C -3.11040 4.80803 -5.70949
6 C -2.28428 5.71428 6.70956
7 O -4.53141 6.24541 -0.37721
8 H -2.12689 6.04931 4.16634
9 C -5.20733 3.28328 -4.32617
10 C 3.25835 -1.73986 2.36972
11 O -1.71815 7.36034 -1.12175
12 H 0.93594 -2.66259 -6.27152
13 C 0.04202 0.52239 0.73294
14 C -3.71021 6.22032 -5.87875
15 S -1.44812 -1.91163 4.17472
16 C 1.00996 1.09932 1.76689
17 C 4.66441 2.76206 0.70498
18 H -1.45690 -4.53040 -0.60261
19 H 3.14085 -2.32327 5.20757
20 C -6.56257 2.90637 -3.77563
21 H -4.79680 6.30287 -5.91749
22 H -2.00150 4.23149 3.57192
23 H -7.31040 3.69834 -3.76398
24 H 2.14317 -4.31947 -2.45148
25 N -2.44298 4.89617 -0.60411
26 O -3.49927 5.17216 1.68324
27 C 3.44649 -5.65359 4.31967
28 C -2.35517 -2.26330 -7.16502
29 H 3.92545 2.44100 -2.52507
30 O -3.42226 -3.89084 3.13041
31 F -0.16844 -0.88456 4.27269
32 H 10.29684 0.88615 -0.10719
33 C 4.51099 2.70634 -1.64691
34 H -2.24258 0.27041 2.32625
35 H 5.86535 -0.35492 0.26749
36 H -3.19314 7.66618 5.98267
37 F -4.54180 3.90416 0.04125
38 C 1.85605 -5.37059 -2.33567
39 H -1.36977 -2.18058 -3.91297
40 H 2.52971 -1.49790 1.59668
41 C 2.73398 -2.89709 3.22641
42 H -2.70506 6.00575 -2.73767
43 H 2.97795 1.90951 -0.40174
44 O -2.52787 -1.03931 4.57759
45 F -0.11028 5.70002 -0.92055
46 H -0.36432 3.59818 6.57414
47 H -4.60347 2.38719 -4.49463
48 H -2.03662 -0.78701 0.05311
49 H 2.46218 -3.78911 2.65323
50 H -4.99632 5.55886 7.18976
51 H -3.68726 -0.21888 0.20371
52 H 1.22763 -3.48698 5.76480
53 O -3.83978 -1.68704 2.07401
54 H -2.81588 1.98596 2.16984
55 H -1.83178 3.48711 -2.80049
56 H 5.15590 3.71202 0.91248
57 S -3.66782 5.25049 0.25166
58 C 4.27881 -6.60845 5.18978
59 H 2.52397 -6.22383 4.19284
60 C 1.53056 -4.47530 5.42165
61 H -1.52837 -0.88709 -5.01980
62 C -1.97713 1.29613 2.08792
63 C -2.77071 -0.09720 -0.36792
64 H 0.00406 -7.77850 0.95262
65 N -1.16436 1.43021 0.84772
66 H 3.19593 -4.35075 7.37018
67 H -1.15034 -6.91136 1.99500
68 H 5.35560 -6.44983 5.10901
69 H -1.44510 0.77516 6.37462
70 C -1.74774 -1.94684 -4.90654
71 H -3.49946 7.38980 7.64744
72 C -2.12379 3.50053 -3.85065
73 H -5.37830 6.67335 5.87462
74 H -0.73913 2.62141 5.21241
75 H -3.35009 6.61759 -6.82562
76 H -1.15797 3.59514 -4.34671
77 H 6.98145 1.57673 1.85518
78 H -0.00979 -2.62189 -7.72591
79 H -3.02153 -1.67008 -1.73939
80 C 5.74762 1.93303 -1.32451
81 F 3.70139 -1.32120 -3.65710
82 H -3.98681 -3.48653 -6.38237
83 C 3.18161 -5.97602 -2.81408
84 H -4.37534 -1.79161 -6.83415
85 C 7.06705 1.96480 0.84117
86 H 4.48129 -3.04146 4.39185
87 O -1.10032 6.46200 1.08749
88 H 0.99784 -4.55670 4.47479
89 C 0.70459 -3.52785 -0.15723
90 H -1.58186 1.53477 7.93969
91 N 5.71397 1.70463 0.19969
92 H -4.30797 4.07763 -2.58553
93 H -4.76755 4.18544 5.37069
94 H 5.92503 0.92448 -1.68716
95 H -2.33681 -4.59554 -5.68321
96 C 0.70816 2.63841 1.67500
97 H -4.31488 5.51837 4.33942
98 C 3.60827 2.79845 -0.38883
99 C -3.29916 7.00410 -4.61168
100 H -2.65956 7.83712 -4.89706
101 H 0.39677 0.69098 -0.28461
102 C -3.29471 6.86385 6.71657
103 C 0.05720 -2.20689 -6.71855
104 C -4.12494 5.06231 5.30992
105 H 4.52032 -6.41860 7.47286
106 H 2.57699 -5.46191 -0.33639
107 C -2.50801 5.98399 -3.80173
108 H -0.84669 -4.20107 -4.93781
109 H -2.25153 -2.96840 -7.99208
110 C 5.16754 0.39784 0.65120
111 H -1.30950 1.63583 2.88726
112 H -0.01273 1.25921 7.37755
113 H -6.37995 2.55578 -2.75448
114 C -1.36333 -6.62528 -0.13337
115 C -3.29157 -2.00128 -5.00076
116 H 3.59810 -0.81807 2.83242
117 S -1.50444 6.22077 -0.28461
118 H 7.84213 0.78524 -0.75839
119 C 8.15482 1.05267 0.25592
120 H -0.22060 -0.52787 0.83606
121 H -2.07473 4.88937 -6.04581
122 H -4.90805 5.35762 -3.72258
123 H 0.76906 -3.24260 -1.20317
124 H -1.19069 -7.43944 -0.83708
125 H -2.10949 -1.27162 -7.53544
126 H 1.68578 -2.59608 3.38158
127 H 2.92663 -6.59311 6.95245
128 H -4.03772 -0.25899 -2.13192
129 H -0.59500 -4.95264 -7.87623
130 O 1.14803 2.05413 -2.07054
131 H 4.69911 -4.23394 6.29735
132 H 4.35179 2.40108 1.68510
133 O 1.45240 -1.70739 -3.22207
134 H -1.23453 5.95790 6.55799
135 N -2.67408 4.74373 5.60982
136 H -7.03204 2.10928 -4.34987
137 O 2.89351 -0.55567 -1.62092
138 H 4.77533 3.75216 -1.82067
139 C 3.88730 -6.18990 6.61697
140 O -0.21973 0.53211 -3.47148
141 C -1.88716 5.00540 4.32541
142 C 0.32576 -5.56185 1.22929
143 C 9.57198 1.67880 0.04324
144 H 3.80902 -5.42021 3.32370
145 H -0.35037 -4.91097 1.78616
146 H -3.52129 3.98457 -6.28689
147 H 1.23828 -5.76251 1.78430
148 H 3.11734 -6.97189 -3.25794
149 C -0.51979 -6.83853 1.11068
150 H 0.01587 -6.61331 -5.35241
151 C -0.42503 -5.05993 -6.80477
152 O -1.08296 -2.99660 5.05854
153 H 5.14815 0.23568 1.72130
154 N -3.04133 4.61248 -4.22567
155 C -0.39984 -6.53655 -6.36077
156 C -2.10545 1.27374 -0.36574
157 H 9.79784 2.13157 1.01078
158 H 1.00839 -5.51229 -3.00193
159 C -2.50964 3.28748 6.05888
160 C -4.57506 6.11542 6.35051
161 H -3.00373 2.85368 5.18434
162 H 4.10844 -7.65642 4.95752
163 H 0.17152 -1.12957 -6.77705
164 C -4.43065 4.38728 -3.62346
165 N 0.48194 -5.01697 -0.18278
166 H 1.53835 -6.79561 -0.78177
167 H -4.16591 7.42580 -4.11018
168 C -1.08073 2.85195 6.22805
169 S -2.94405 -2.75235 2.40816
170 C -0.48163 2.79808 0.76146
171 H -3.23642 3.16102 6.86119
172 H -2.77154 2.12839 -0.25206
173 H -2.36161 5.28152 7.70689
174 N 3.00133 -4.42931 5.16643
175 H 8.20171 0.09957 0.78199
176 H 9.49104 2.41330 -0.75129
177 C -0.83582 -5.37962 -0.88519
178 C -3.62924 -2.46191 -6.40876
179 H -2.57758 2.55575 -4.13700
180 H 0.65816 3.01616 2.69325
181 H 2.98882 3.69067 -0.39954
182 C 3.40351 -3.14825 4.54166
183 H 7.34699 3.00925 0.73431
184 H -2.28782 -0.26066 -2.48670
185 C -1.34826 -4.21099 -5.91192
186 F -2.63432 -3.37598 0.96669
187 C 1.65746 -5.71351 -0.86204
188 H -5.42784 3.62238 -5.34700
189 H 1.28258 -5.28274 6.10037
190 H -3.63594 -0.97907 -4.82397
191 S 2.42362 -0.64108 -2.99001
192 C -3.05808 -0.57939 -1.77816
193 S 0.98151 1.25559 -3.26237
194 H -3.83180 -2.52482 -4.21140
195 H 0.61989 -4.78170 -6.65954
196 H 3.94160 -6.02318 -2.03380
197 H 4.06563 -2.10959 1.72375
198 H 0.82399 0.66686 2.74733
199 F 0.94931 2.39807 -4.35887
200 H 1.57297 3.06906 1.17862
201 H -1.40622 1.37847 -1.19600
202 H 6.54206 2.64027 -1.55191
203 H 0.39607 -7.04303 -6.90811
204 C -1.00057 1.53764 7.01424
205 H -1.19834 3.52856 1.13443
206 H -0.65227 -5.50661 -1.94335
207 H -0.03841 -2.99102 0.43481
208 H -1.37203 -7.00094 -6.49957
209 H 1.59421 -3.36453 0.45232
210 H -0.28397 3.01358 -0.28454
211 H 3.60892 -5.37203 -3.61511
212 N 2.41851 0.63601 -3.79137
213 N -1.24115 -2.71271 -6.17546
214 C 3.72384 -4.68417 6.48026
215 H 4.28279 0.19716 0.04823
216 H -2.42876 -6.42776 -0.03868

Force components x, y, z for each atom (eV/Å):
H 0.26 0.14 0.39
H -0.02 0.58 0.47
N -1.77 -0.62 -1.16
H 0.13 -0.82 0.08
C 0.30 0.85 -0.50
C 0.57 1.05 0.45
O 1.65 -1.12 1.38
H 0.21 -0.15 -1.20
C -0.25 0.56 -2.28
C 0.84 -1.25 -1.47
O -0.98 -0.74 0.40
H -0.21 0.11 0.50
C -0.49 0.14 0.44
C -0.63 -0.18 -0.16
S 1.05 1.30 4.54
C -0.64 0.01 -1.05
C 0.31 -0.65 0.47
H -0.18 0.00 -0.71
H -0.08 -0.23 0.27
C 0.10 -0.26 1.18
H -0.05 -0.69 -0.31
H -1.29 0.47 -0.25
H 0.33 0.30 0.12
H -0.77 0.27 0.42
N 2.77 1.31 0.02
O 0.21 0.54 -0.76
C -1.22 -1.37 0.41
C 1.16 -1.98 -0.39
H 0.24 -0.53 0.04
O 0.85 0.98 0.10
F -0.25 -0.73 -0.46
H 0.06 0.14 -0.44
C -1.89 1.57 -0.26
H -0.20 -0.02 -0.42
H 0.08 -0.02 0.10
H 0.71 -0.23 -0.17
F 0.66 -0.12 -0.57
C 1.45 1.29 0.17
H 0.57 -0.84 -0.44
H -0.40 0.26 0.29
C -2.72 1.03 -0.51
H 0.28 0.38 0.03
H -0.17 0.09 0.41
O 0.73 -0.85 -0.59
F -0.70 -0.93 0.10
H -0.47 0.25 0.42
H 0.06 -0.03 0.42
H -0.18 -0.09 0.12
H 1.13 -0.18 -0.29
H 0.03 0.34 0.25
H 0.20 0.46 0.35
H 0.00 -0.22 0.58
O 0.73 -0.27 0.57
H -0.17 -0.13 -0.85
H -0.74 0.31 0.21
H 0.17 0.03 -0.54
S -6.29 -0.09 1.21
C 0.97 0.65 0.88
H -0.14 0.29 -0.36
C -0.30 0.98 -0.85
H 0.67 -0.19 -0.47
C 1.44 0.35 1.40
C 0.43 0.01 -0.36
H 0.42 0.17 0.44
N -1.02 0.18 -1.58
H -0.04 0.89 -0.38
H 0.14 -0.22 0.05
H 0.00 0.12 -0.30
H 0.27 -0.36 0.20
C -0.93 0.46 -0.43
H 0.77 -0.33 0.33
C 0.66 -0.11 -0.11
H 0.10 0.40 0.34
H 0.22 0.02 0.03
H 0.10 0.24 0.15
H -0.27 0.22 -0.46
H -0.27 1.06 0.39
H 0.63 0.41 -0.21
H -0.33 -0.04 -0.26
C 0.22 -0.53 1.10
F -0.03 0.57 -0.30
H -0.03 0.03 -0.46
C 0.15 -0.87 -0.92
H -0.28 -0.43 -0.08
C 0.57 -1.52 -0.06
H 0.11 -0.80 0.33
O -1.16 -0.95 -1.26
H 0.06 -0.41 0.05
C 0.30 -0.65 0.41
H -0.24 0.35 -0.13
N -0.54 2.55 1.44
H 0.26 0.58 0.14
H 0.38 -0.26 -0.02
H -0.24 0.30 -0.83
H -0.32 0.45 -0.76
C 1.76 -1.02 -0.14
H 0.91 -0.36 -0.33
C 0.99 -0.95 -0.50
C 0.48 -0.07 -0.70
H 0.05 0.02 0.27
H 0.14 0.00 0.08
C -1.34 0.27 -0.86
C 0.10 -1.62 -0.97
C -1.33 0.63 0.60
H 0.58 -0.08 -0.46
H -0.16 0.21 0.24
C -1.00 0.17 0.91
H -0.06 -0.58 0.14
H -0.09 0.22 -0.21
C 1.22 -1.18 -2.31
H -0.04 -0.26 0.16
H 0.22 0.06 -0.62
H -0.61 -0.06 0.06
C 0.10 0.44 -2.10
C -0.12 0.68 0.88
H -0.27 -0.18 0.56
S 4.00 1.67 -0.38
H -0.05 -0.21 0.04
C 0.30 -0.32 -1.85
H -0.10 0.08 0.35
H 0.10 -0.11 0.20
H -0.33 -0.15 0.37
H 0.22 0.66 0.24
H -0.51 -0.34 0.29
H -0.19 0.16 0.34
H 0.09 0.12 0.76
H -0.09 -0.21 -0.39
H 0.02 -0.03 -0.07
H -0.41 -0.14 0.01
O -0.39 -1.22 -0.12
H 0.01 0.21 0.63
H -0.23 -0.04 -0.08
O -0.05 1.65 0.15
H -0.09 0.29 -0.01
N -0.01 -0.22 -0.23
H 0.30 -0.15 -0.03
O -0.89 0.76 0.04
H 0.38 -0.12 -0.27
C -1.02 0.18 -0.16
O -0.18 -0.55 0.14
C 1.02 -0.08 1.84
C -1.36 -0.93 0.01
C -1.63 -0.31 1.69
H 0.33 0.46 0.26
H 0.51 0.65 -0.12
H -0.46 -0.01 0.40
H 0.40 0.51 -0.44
H -0.22 -0.12 0.32
C -0.37 0.09 -0.23
H -0.71 0.07 0.32
C 0.23 -0.48 0.23
O -0.03 0.99 -0.86
H -0.36 0.71 0.07
N 0.55 -0.25 -0.21
C 0.39 0.58 -0.30
C 0.58 -0.01 1.22
H 0.52 0.41 -0.28
H 0.06 -0.51 0.07
C -1.46 1.41 -1.28
C -0.15 -1.46 -0.42
H 0.37 -0.94 0.25
H -0.26 0.07 -0.07
H -0.57 0.05 0.40
C 0.13 -0.48 -0.09
N 0.54 -0.43 0.54
H -0.36 0.04 0.29
H 0.05 -0.15 0.17
C 0.59 -0.77 -0.26
S -1.34 -0.73 -1.99
C -1.37 -0.30 1.34
H 0.54 -0.09 0.47
H -0.16 -0.05 -0.46
H -0.04 -0.72 -0.30
N 0.75 -1.36 0.27
H 0.12 0.16 0.26
H 0.49 0.04 -0.02
C 0.40 0.47 2.04
C -0.49 1.03 0.22
H 0.02 0.00 0.06
H -0.43 0.46 -0.20
H 0.10 0.03 0.08
C 0.34 1.04 -0.25
H -0.33 0.09 0.21
H -0.09 0.05 0.05
C 2.97 0.31 0.99
F 0.48 -0.08 -0.34
C -0.33 -0.10 -0.62
H 0.25 0.09 -0.01
H 0.01 0.04 0.02
H 0.00 0.04 -0.26
S 3.42 -7.34 1.74
C 0.17 -0.31 -0.28
S 1.25 4.56 -1.30
H 0.41 -0.58 -0.11
H -0.15 0.61 0.02
H -0.14 0.08 0.14
H 0.41 0.15 0.37
H 0.15 0.09 0.04
F -0.21 -0.40 -0.11
H -0.02 0.43 0.26
H -0.39 0.09 -0.29
H 0.66 -0.73 0.23
H -0.47 -0.16 -0.51
C -0.55 -0.05 0.35
H 0.01 0.08 -0.16
H -0.19 0.19 0.01
H -0.65 -0.44 -0.45
H 0.16 -0.38 0.24
H 0.50 0.04 -0.68
H 0.32 -0.14 0.07
H -0.08 0.14 0.08
N -3.11 1.86 -0.10
N -2.19 2.16 1.25
C 0.75 -0.38 0.10
H -0.46 0.08 0.66
H -0.02 -0.53 0.49